(1)
Formula: CH19O9
Source: the Open Molecules 2025 dataset
Level of theory: ωB97M-V/def2-TZVPD

Structure (ORCA input):
```
! RIJCOSX wB97M-V def2-TZVPD def2/J DEFGRID3
* xyz -1 1
H -1.76179 -0.07976 0.90361
O 1.26841 2.31101 -1.88740
H 0.48979 1.87187 -1.37131
H -2.43980 0.59834 -1.25153
H 0.56190 0.10196 0.78033
O -0.16075 -3.56021 -1.06588
H 2.83386 1.52788 -1.30343
H -1.11359 -3.93476 -0.83701
H 0.84834 -0.29354 -0.97465
O 3.03320 -1.47513 0.32207
H -1.25434 2.40573 -0.02666
H -3.28187 1.28062 -2.38267
H -2.86874 -1.04523 1.16463
C 0.11429 -0.23922 -0.13858
H 0.25613 -1.64391 2.94894
H 1.64091 2.97633 -1.36212
H -0.20777 -1.08856 0.10304
H -1.72704 2.74996 1.32991
O -0.65563 -1.85244 3.47469
H 2.73879 -1.05107 1.09103
O -1.32152 3.17874 0.52093
H -0.13704 -2.65372 -0.73073
O -0.91850 0.60601 -0.47402
O 3.65286 1.16522 -1.16687
H -1.34130 -1.46347 2.81625
H 3.95958 -1.36508 0.26349
H 3.51594 0.43108 -0.61255
O -3.30799 0.70558 -1.71747
O -2.41633 -0.16425 1.58395
*
```

Computed properties:
E_tot: -726.6256 hartree
relative energy (zero: lowest compared OMol25 entry of this formula, charge and spin): 231.3 kJ/mol
frontier orbital gap: 7.973 eV
max |F|: 8.3 eV/A
lowest unoccupied orbital energy: 0.10078 hartree

***

(2)
Formula: CH20MnO19P2
Source: the Open Molecules 2025 dataset
Level of theory: ωB97M-V/def2-TZVPD

Structure (ORCA input):
```
! RIJCOSX wB97M-V def2-TZVPD def2/J DEFGRID3
* xyz -2 6
O -1.74830 -21.60773 -3.40579
O 0.77768 -21.53653 -3.06357
H -1.35493 -19.60560 -4.44627
H 0.15650 -17.79876 -6.63830
H -0.44161 -18.41488 -4.01813
H -1.45414 -15.04668 -4.08529
H -1.16568 -16.90828 -6.58174
O -0.94075 -21.32529 -8.10324
H -5.98887 -17.73373 -3.44802
H -2.01014 -18.28331 -3.85043
O -1.11632 -16.73349 -1.79970
H -0.42388 -19.79640 -0.70633
H -5.46836 -19.19974 -3.18261
O 1.00688 -17.26603 -4.23255
O 1.43587 -18.70123 -5.77192
O -4.72686 -16.72558 -5.09983
H -1.09349 -18.08252 -7.56272
O 2.11675 -18.93551 -3.71068
O -1.55713 -20.36682 -5.90640
O -3.01142 -14.96618 -4.15028
H 1.46705 -21.88478 -2.49812
H -0.80159 -21.74898 -3.40126
O -1.28091 -19.48695 -0.99951
O -0.56179 -17.40488 -7.13881
C 1.58611 -18.26097 -4.60184
P -1.81480 -20.42624 -7.32700
O -2.16369 -19.04928 -8.01471
H -0.88417 -17.60867 -1.48921
H 1.19745 -20.82077 -3.54076
H -1.86774 -20.22824 -0.85003
O -5.40390 -18.27939 -2.91729
H -0.02505 -15.66790 -4.10363
O -0.53773 -14.88620 -4.32204
O -3.16312 -17.37832 -3.35206
H -4.53453 -17.91614 -3.10125
H -1.98217 -21.51927 -2.48183
O -2.17381 -16.87051 -5.45527
Mn -2.87252 -21.71493 -5.21943
H -1.97948 -16.84165 -2.19906
O -1.25873 -18.88024 -3.82483
P -3.29765 -16.44726 -4.54504
O -3.04803 -21.38056 -7.23907
H -0.55360 -14.75943 -5.27350
*
```

Computed properties:
E_tot: -3313.5094 hartree
frontier orbital gap (alpha / beta): 3.388 / 3.068 eV
max |F|: 9.2 eV/A
lowest unoccupied orbital energy (alpha / beta): 0.10282 / 0.09109 hartree
expectation value of S²: 8.822

***

(3)
Formula: CH20N2O9
Source: the Open Molecules 2025 dataset
Level of theory: ωB97M-V/def2-TZVPD

Structure (ORCA input):
```
! RIJCOSX wB97M-V def2-TZVPD def2/J DEFGRID3
* xyz 0 1
H 0.20740 2.03266 -1.43481
H -2.26479 -2.55973 -0.34490
H 2.51230 1.28716 -0.61166
H -3.28201 1.74657 -0.55028
H 0.30753 -3.10847 -1.71311
H 2.95824 -0.69823 2.48832
H -3.12450 -1.39306 1.70762
O -2.92238 -1.86785 -0.27353
H -3.08941 0.24756 -0.46217
H -1.29500 2.08833 -1.25696
O -2.95445 -0.71459 2.36108
O -0.00252 0.09368 -3.67287
H 1.36632 -0.07134 1.84801
O 1.58652 1.31319 -0.85348
N 2.30390 0.01993 2.21232
O 0.14767 -0.64685 0.02934
H -0.63567 -2.43647 -2.68814
O 2.30824 2.21339 1.78955
H 4.25007 0.25829 3.17578
H 1.18390 0.61491 -0.33722
H 0.17979 -0.62951 -3.07289
H -0.03053 0.86919 -3.11248
O -2.60935 1.07526 -0.43585
N 3.88833 1.18178 2.98496
H -0.80531 -0.56192 0.00033
H 0.35152 -1.29470 -0.64518
O -0.60689 2.17945 -1.91608
O 0.14377 -2.27596 -2.15622
C 2.81043 1.23267 2.31456
H -3.51118 0.01790 2.09697
H -3.73613 -2.27919 -0.56483
H 4.36418 2.06597 3.09384
*
```

Computed properties:
E_tot: -836.7679 hartree
relative energy (zero: lowest compared OMol25 entry of this formula, charge and spin): 103.4 kJ/mol
frontier orbital gap: 8.803 eV
max |F|: 5.8 eV/A
lowest unoccupied orbital energy: -0.02172 hartree

***

(4)
Formula: CH21O10
Source: the Open Molecules 2025 dataset
Level of theory: ωB97M-V/def2-TZVPD

Structure (ORCA input):
```
! RIJCOSX wB97M-V def2-TZVPD def2/J DEFGRID3
* xyz -1 1
H 1.83263 -1.51844 -0.29422
H -3.23538 0.45456 0.64078
H -4.07738 1.58456 -2.27122
H -0.96938 -1.21244 -2.57922
H -0.39438 1.57856 -0.36022
H -1.81538 0.60656 0.00878
O -0.03137 -1.29844 -2.47122
H 4.06462 0.79056 -0.90322
H -0.38338 0.77556 1.27378
H 1.23962 0.32956 2.12078
H 0.62262 -0.05344 3.38778
H 2.80762 0.34356 -0.16122
O 1.69062 1.80056 -2.25622
H -2.03338 -0.51844 3.34478
O -1.16838 -1.79744 0.75578
O 2.12862 -2.44044 -0.37122
C 0.22663 1.07256 0.37878
H 0.98063 1.67756 0.80978
O 0.81862 -0.17944 -0.07622
H -1.07837 -1.31244 2.39478
O 3.78362 0.30756 -0.13522
H 0.18263 -0.74244 -1.72122
H -2.73138 1.58656 -1.76622
O 1.44562 -0.14144 2.90178
H -0.85938 -2.58844 0.34378
H 2.45062 -2.75044 0.50778
H -0.58838 -1.18844 0.26578
O -3.19238 1.89556 -2.56622
H 0.90262 1.96656 -2.82222
H 1.30162 1.35456 -1.54322
O -1.19137 -0.91544 3.32078
O -2.72938 0.53256 -0.15722
*
```

Computed properties:
E_tot: -803.1252 hartree
relative energy (zero: lowest compared OMol25 entry of this formula, charge and spin): 106.1 kJ/mol
frontier orbital gap: 8.535 eV
max |F|: 3.7 eV/A
lowest unoccupied orbital energy: 0.09778 hartree

***

(5)
Formula: CH22O10
Source: the Open Molecules 2025 dataset
Level of theory: ωB97M-V/def2-TZVPD

Structure (ORCA input):
```
! RIJCOSX wB97M-V def2-TZVPD def2/J DEFGRID3
* xyz 0 1
O -11.93891 14.64416 -4.10444
O -13.82525 16.50294 0.00441
H -20.32148 9.86010 -7.88248
H -16.56589 13.07090 -3.54369
O -21.05925 9.36405 -8.23725
O -17.40936 11.79118 -4.79137
H -21.44782 8.19524 -3.44233
O -22.15272 15.54484 -6.00275
H -14.94202 12.94701 1.03196
H -13.22933 16.49753 0.75346
H -19.93118 8.77093 -3.56893
O -21.41032 11.86038 0.77641
H -22.92300 15.04822 -6.27892
H -14.02634 17.42824 -0.13561
H -16.73320 12.01080 -9.05204
O -14.88869 12.28593 1.72214
H -17.27057 13.74699 -5.04399
O -16.63154 12.14753 -9.99396
H -12.81484 14.26911 -4.01327
H -17.06210 12.98562 -10.16266
H -13.48577 7.23134 -7.34395
H -18.23768 13.37170 -3.55202
O -20.53590 8.15778 -3.14470
H -21.68121 10.03213 -8.52546
H -20.97414 11.42920 1.51130
C -17.42730 13.06108 -4.21150
H -14.04212 12.44325 2.14025
H -21.10633 12.76719 0.81544
H -14.80139 7.95827 -7.52448
H -20.42122 8.10511 -2.19303
H -11.96610 15.44678 -3.58357
O -14.30823 7.19791 -7.83249
H -21.53658 14.88032 -5.69451
*
```

Computed properties:
E_tot: -803.3996 hartree
relative energy (zero: lowest compared OMol25 entry of this formula, charge and spin): 723.4 kJ/mol
frontier orbital gap: 3.217 eV
max |F|: 2.5 eV/A
lowest unoccupied orbital energy: -0.08320 hartree

***

(6)
Formula: CH22O10
Source: the Open Molecules 2025 dataset
Level of theory: ωB97M-V/def2-TZVPD

Structure (ORCA input):
```
! RIJCOSX wB97M-V def2-TZVPD def2/J DEFGRID3
* xyz 0 1
H -0.11115 -0.74412 -3.59801
H -3.07510 -0.42804 2.31359
H 0.99574 1.91913 -1.95725
O 1.28383 -0.65383 3.25302
H -0.23332 2.91833 2.32314
H -1.95723 -2.62975 -0.76998
H -1.92861 2.36025 -0.60615
O -2.25780 -0.72929 1.83050
O -1.31320 -2.63775 0.02498
C -0.02480 -0.35594 -2.49242
H 1.31726 -3.73070 -1.48052
H 1.18356 -2.04905 -1.49770
O 0.11618 2.56657 1.51365
O 1.02154 2.81767 -1.94342
H -0.87790 0.37169 -2.48132
H -0.43244 -1.02456 -1.89862
H -2.59537 -1.43587 1.30235
H 3.10436 -0.04492 1.19934
O 1.21456 0.19578 -1.90364
H -0.71937 -0.41135 0.63617
H 0.36242 0.59480 0.97241
H 0.51969 -0.09726 -0.36020
H -0.54996 -2.90011 -0.26221
H 0.11061 3.10548 -1.95419
O 0.07970 -0.11188 0.48156
H 2.89837 1.28615 1.57182
H 0.88885 -1.69551 3.30893
H 1.02438 -0.63657 4.16600
O -2.39562 1.52004 -0.71430
O 3.14971 0.82263 0.70335
H -2.52422 1.40705 -1.68645
O 1.32634 -2.89559 -1.06430
H 0.39898 3.32650 1.06986
*
```

Computed properties:
E_tot: -803.4867 hartree
relative energy (zero: lowest compared OMol25 entry of this formula, charge and spin): 494.7 kJ/mol
frontier orbital gap: 7.562 eV
max |F|: 9.9 eV/A
lowest unoccupied orbital energy: -0.00434 hartree